Formula: C25H29BiBrN8O11S
Source: the OMol25 dataset
Level of theory: ωB97M-V/def2-TZVPD

Summary:
HOMO-LUMO gap = 6.81 eV
relative energy (zero: lowest compared OMol25 entry of this formula, charge and spin) = 0.0 kJ/mol
DFT total energy = -147539.9476 eV
HOMO = -10.934 eV
net charge = +1

Last column: Löwdin charge in e.
Atoms and positions in Å:
Bi  -5.8106  -16.2972  -6.0614  1.817
C  -1.3674  -15.3384  -5.0874  -0.017
C  -2.7218  -15.3413  -5.7274  -0.242
N  -3.3767  -16.4749  -5.9157  -0.156
N  -2.7399  -17.6415  -5.7479  -0.004
C  -3.4043  -18.6312  -6.3548  -0.831
N  -2.7300  -19.7961  -6.4103  0.096
S  -5.0224  -18.6297  -6.9151  0.629
C  -3.2997  -14.0741  -6.1889  -0.253
C  -2.5944  -12.8310  -6.0892  0.035
C  -3.2791  -11.6499  -6.5457  -0.002
C  -4.6378  -11.7322  -6.9274  -0.026
C  -5.1836  -12.9806  -7.0044  -0.151
N  -4.5323  -14.0878  -6.6849  -0.034
H  -1.2670  -16.3247  -4.6846  0.062
H  -0.5744  -15.2672  -5.8245  0.103
H  -1.2174  -14.6496  -4.2982  0.078
H  -1.7850  -19.8758  -6.0785  0.114
H  -3.2345  -20.6379  -6.6428  0.094
H  -1.5513  -12.7754  -5.7734  0.112
H  -2.7005  -10.7243  -6.5137  0.114
H  -5.1933  -10.8870  -7.2302  0.101
H  -6.2207  -13.1230  -7.3099  0.109
C  -8.4834  -12.8239  -10.4527  -0.080
O  -8.5494  -13.1750  -9.0808  -0.218
C  -9.3635  -12.3814  -8.2974  -0.214
C  -9.8471  -13.2716  -7.1282  -0.154
O  -8.7004  -13.6288  -6.3182  -0.134
C  -9.0931  -13.4196  -5.0122  -0.240
C  -8.2129  -14.1840  -4.0219  -0.197
O  -6.8696  -14.0542  -4.4107  -0.290
C  -5.8958  -13.8081  -3.3894  -0.067
H  -9.5325  -12.7776  -10.8194  0.098
H  -7.9450  -11.8525  -10.6173  0.106
H  -7.9765  -13.6025  -11.0179  0.076
H  -8.8104  -11.5543  -7.8858  0.123
H  -10.2481  -12.0188  -8.8473  0.133
H  -10.6009  -12.7280  -6.5643  0.115
H  -10.4354  -14.1216  -7.5354  0.138
H  -9.1032  -12.3385  -4.7727  0.140
H  -10.1384  -13.7355  -4.7967  0.136
H  -8.4528  -13.8139  -3.0290  0.130
H  -8.5144  -15.2876  -4.0785  0.128
H  -6.2046  -14.3188  -2.4569  0.096
H  -4.8960  -14.0765  -3.7955  0.085
H  -5.8481  -12.7520  -3.1590  0.088
O  -8.8780  -17.7304  -11.5532  0.103
C  -8.2111  -17.2945  -10.4474  -0.267
C  -8.8209  -17.1462  -9.1922  0.008
C  -8.2154  -16.4845  -8.1715  -0.151
N  -6.9710  -15.9597  -8.3571  -0.084
C  -6.4272  -15.9842  -9.5565  -0.716
Br  -4.7124  -15.2460  -9.9958  0.775
C  -6.9444  -16.7658  -10.6112  -0.045
H  -9.6334  -18.2440  -11.2714  0.116
H  -9.7741  -17.5828  -8.9757  0.121
H  -8.6067  -16.3814  -7.1736  0.094
H  -6.4641  -16.7890  -11.6023  0.124
O  -7.2736  -21.5456  -0.7709  0.059
N  -8.0466  -21.5323  -1.7711  -0.302
O  -8.7597  -22.5339  -2.0291  0.086
C  -7.9767  -20.3904  -2.5701  -0.165
C  -8.6361  -20.4055  -3.7805  0.120
C  -8.4760  -19.3777  -4.7027  -0.054
C  -7.6521  -18.2878  -4.3990  -0.259
O  -7.7044  -17.1595  -5.1188  -0.307
C  -6.9172  -18.4184  -3.1883  -0.050
C  -7.1706  -19.3398  -2.1717  0.138
N  -5.8318  -17.5049  -2.9282  -0.265
O  -5.6388  -17.0068  -1.8508  0.160
O  -5.1215  -17.1555  -3.9250  -0.155
N  -9.1604  -19.4389  -5.9883  -0.304
O  -10.2688  -19.9859  -5.9894  0.099
O  -8.6510  -18.9506  -6.9734  0.072
H  -9.2941  -21.2622  -4.0866  0.166
H  -6.7302  -19.3916  -1.2053  0.138



Formula: C25H29BrCoN4O2Si
Source: the OMol25 dataset
Level of theory: ωB97M-V/def2-TZVPD

Summary:
HOMO-LUMO gap (spin up / spin down) = 6.76 / 4.60 eV
relative energy (zero: lowest compared OMol25 entry of this formula, charge and spin) = 89.6 kJ/mol
<S²> = 6.070
DFT total energy = -151991.8954 eV
HOMO (spin up / spin down) = -10.290 / -10.291 eV
multiplicity = 5
net charge = +1

Last column: natural (NBO) charge in e.
Atoms and positions in Å:
Co  0.2321  0.4989  0.8842  1.354
O  -1.8356  4.1271  -0.9505  -0.688
C  -2.6809  3.2981  -1.6307  0.312
C  -3.3641  3.7989  -2.7251  -0.262
C  -4.1861  2.9621  -3.4655  -0.179
C  -4.3276  1.6262  -3.1189  -0.247
C  -3.6622  1.1390  -2.0025  -0.200
C  -2.8552  1.9716  -1.2359  -0.092
C  -2.1547  1.5546  0.0290  0.206
O  -0.7724  1.8088  -0.0299  -0.881
N  -2.3478  0.1062  0.2800  -0.495
N  -1.4343  -0.3176  1.2588  -0.313
C  -0.8558  -1.4495  0.9757  -0.029
C  0.0123  -2.1811  1.9129  -0.155
Br  1.1558  -1.0587  2.9823  0.099
C  0.1491  -3.5027  1.9761  -0.136
C  -0.6935  -4.4885  1.2809  -0.026
C  -2.0650  -4.3011  1.0874  -0.225
C  -2.8228  -5.2732  0.4536  -0.190
C  -2.2201  -6.4397  0.0051  -0.179
C  -0.8615  -6.6427  0.2092  -0.195
C  -0.1066  -5.6811  0.8577  -0.201
H  -1.1984  3.5603  -0.4772  0.504
H  -3.2294  4.8398  -2.9894  0.230
H  -4.7057  3.3543  -4.3304  0.220
H  -4.9579  0.9712  -3.7050  0.218
H  -3.7784  0.0983  -1.7290  0.205
H  -2.5782  2.1429  0.8567  0.155
H  -3.2907  -0.1853  0.5097  0.394
H  -1.2218  -1.9963  0.1082  0.245
H  0.9425  -3.8968  2.6018  0.239
H  -2.5511  -3.4199  1.4859  0.211
H  -3.8874  -5.1289  0.3270  0.227
H  -2.8137  -7.2025  -0.4813  0.229
H  -0.3921  -7.5563  -0.1299  0.230
H  0.9508  -5.8468  1.0278  0.220
C  0.3822  3.2460  3.6091  -0.658
C  1.4704  3.0620  2.5985  0.285
C  2.5801  3.9432  2.5070  -0.159
C  3.5807  3.7130  1.5789  -0.172
C  3.4821  2.6324  0.7225  -0.172
C  2.3393  1.8027  0.8300  0.337
N  1.3795  2.0372  1.7936  -0.522
N  2.0162  0.7673  0.0640  -0.827
Si  2.9234  -0.0237  -1.2737  1.770
C  1.5918  -0.8466  -2.2499  -1.135
C  4.0825  -1.1933  -0.4260  -1.128
C  3.8631  1.1899  -2.3165  -1.144
H  0.5350  4.1407  4.2078  0.234
H  0.3409  2.3799  4.2713  0.245
H  -0.5805  3.3163  3.1008  0.252
H  2.6385  4.7877  3.1803  0.237
H  4.4312  4.3787  1.5203  0.244
H  4.2352  2.4312  -0.0249  0.240
H  0.9696  -1.4860  -1.6178  0.234
H  2.0076  -1.4654  -3.0477  0.258
H  0.9464  -0.0905  -2.7047  0.263
H  3.5591  -2.0166  0.0642  0.247
H  4.6674  -0.6633  0.3299  0.245
H  4.7778  -1.6154  -1.1558  0.258
H  3.3251  2.1301  -2.4565  0.256
H  4.0108  0.7462  -3.3046  0.264
H  4.8527  1.4067  -1.9091  0.242



Formula: C25H29EuN5O2S
Source: the OMol25 dataset
Level of theory: ωB97M-V/def2-TZVPD

Summary:
HOMO-LUMO gap (spin up / spin down) = 7.12 / 7.14 eV
relative energy (zero: lowest compared OMol25 entry of this formula, charge and spin) = 12.9 kJ/mol
<S²> = 12.012
DFT total energy = -68102.6367 eV
HOMO (spin up / spin down) = -10.316 / -10.341 eV
multiplicity = 7
net charge = +1

Last column: Löwdin charge in e.
Atoms and positions in Å:
Eu  -0.0402  0.3937  -0.1198  1.731
C  2.5902  1.6639  -1.2367  -0.104
N  2.1855  0.2439  -1.3364  -0.319
C  3.1743  -0.6061  -0.6204  -0.175
C  2.5379  -1.7615  0.1709  -0.173
C  2.2213  -1.4019  1.6232  -0.212
N  1.3818  -0.2047  1.6856  -0.088
C  1.2173  0.3385  2.8436  -0.080
C  0.4820  1.5386  3.1239  -0.147
C  0.2668  1.8678  4.4780  -0.044
C  -0.3943  3.0080  4.8477  -0.086
C  -0.8541  3.8763  3.8492  -0.063
C  -0.6418  3.6001  2.5208  -0.008
C  0.0331  2.4329  2.1068  -0.346
O  0.2691  2.2243  0.8374  -0.342
C  2.1195  -0.1026  -2.7725  -0.202
C  1.4592  -1.4380  -3.1139  -0.155
C  -0.0692  -1.4677  -2.9909  -0.217
N  -0.5289  -1.4643  -1.6035  -0.094
C  -1.1390  -2.5208  -1.1912  -0.092
C  -1.6616  -2.7581  0.1286  -0.151
C  -2.0155  -4.0789  0.4681  -0.045
C  -2.4935  -4.4031  1.7107  -0.087
C  -2.6428  -3.3912  2.6668  -0.064
C  -2.3324  -2.0888  2.3620  -0.011
C  -1.8551  -1.7211  1.0866  -0.351
O  -1.6540  -0.4576  0.8082  -0.258
H  3.5668  1.8299  -1.7044  0.104
H  2.6374  1.9608  -0.1906  0.080
H  1.8546  2.2966  -1.7352  0.060
H  3.7303  0.0255  0.0737  0.122
H  3.8986  -1.0036  -1.3374  0.125
H  3.2155  -2.6157  0.1757  0.122
H  1.6142  -2.0746  -0.3225  0.076
H  3.1525  -1.2386  2.1743  0.124
H  1.7023  -2.2460  2.0877  0.125
H  1.6859  -0.1255  3.7174  0.139
H  0.6304  1.1793  5.2330  0.114
H  -0.5528  3.2400  5.8915  0.105
H  -1.3787  4.7801  4.1321  0.110
H  -0.9858  4.2740  1.7463  0.115
H  3.1387  -0.1046  -3.1804  0.126
H  1.5686  0.6915  -3.2834  0.119
H  1.8967  -2.2486  -2.5262  0.109
H  1.6977  -1.6425  -4.1595  0.121
H  -0.4325  -2.3617  -3.5094  0.114
H  -0.4905  -0.5896  -3.4839  0.081
H  -1.2705  -3.3474  -1.8978  0.132
H  -1.8862  -4.8552  -0.2783  0.114
H  -2.7534  -5.4245  1.9514  0.105
H  -3.0230  -3.6382  3.6499  0.111
H  -2.4566  -1.2898  3.0829  0.119
S  -1.1816  2.4998  -1.6703  0.669
C  -2.0916  2.3151  -3.0660  -0.791
N  -2.9480  3.3368  -3.4063  0.075
C  -3.7190  3.3103  -4.5085  -0.037
C  -3.6688  2.2291  -5.3326  -0.022
C  -2.7937  1.1969  -4.9489  -0.082
N  -2.0450  1.2343  -3.8707  0.069
H  -2.9674  4.1258  -2.7745  0.145
H  -4.3571  4.1634  -4.6898  0.142
H  -4.2723  2.1726  -6.2240  0.115
H  -2.7081  0.3022  -5.5572  0.126